# 1
16
Properties=species:S:1:pos:R:3:forces:R:3:lowdin_charge:R:1 method="wB97M-V/def2-TZVPD" orbital_gap_ev=10.06 e_above_lowest_ev=1.9719
O 1.0029 1.7844 1.1191 -0.1 -0.6 -0.7 0.1379
H 3.6060 -0.2753 0.2490 -1.6 -0.5 1.6 0.1688
C 0.7674 0.8937 0.3331 0.0 -0.2 1.4 -0.3886
C -1.2943 -1.3524 0.5114 0.3 -0.1 0.3 -0.1942
C -1.3412 -0.2505 -0.4984 0.0 -0.1 -0.1 -0.1887
N -0.3824 0.8161 -0.4081 -0.6 0.2 -0.6 0.0109
C -1.7065 1.1220 0.0263 -0.1 0.2 0.2 -0.0232
N 1.9588 -0.7170 -1.1573 -0.8 0.1 0.3 0.1735
H -2.2903 1.7801 -0.6174 0.2 -0.1 0.2 0.1191
H 1.1883 -0.5125 -1.7906 0.0 0.1 0.1 0.0538
H -1.8645 1.2204 1.1036 0.1 -0.1 -0.3 0.1358
H -1.9813 -2.2005 0.3152 0.1 0.1 0.1 0.1297
H -1.6727 -0.5328 -1.5001 0.1 0.1 0.2 0.1437
O 2.7842 -0.2508 0.8543 2.3 0.3 -0.4 0.0714
O -0.5618 -1.3386 1.4716 -0.4 0.0 -0.5 0.0883
C 1.7874 -0.1861 -0.0117 0.6 0.7 -1.7 -0.4382

# 2
24
Properties=species:S:1:pos:R:3:forces:R:3:lowdin_charge:R:1 method="wB97M-V/def2-TZVPD" orbital_gap_ev="6.47 / 6.69" e_above_lowest_ev=0.0000 charge=+1 s_squared=15.762 multiplicity=8
H -0.5682 0.5068 1.6963 -0.4 0.8 0.3 0.1105
H 0.6718 -3.3404 2.8732 0.3 -1.7 1.8 0.1009
O 0.1117 4.0332 -0.2622 -0.5 -4.5 -1.3 0.0282
C 0.1166 4.0446 -4.7738 0.1 4.8 -4.0 0.0132
O 0.1245 4.9534 -5.5316 -0.1 -4.7 3.9 -0.0265
N 0.2694 -1.0867 0.5327 0.6 -0.6 0.9 -0.1369
O -3.6190 1.3590 -2.3412 1.3 -0.1 0.2 0.1039
O 0.1442 -3.0571 -3.4612 -0.3 3.0 2.8 0.1183
H -0.9788 -0.0901 4.1440 0.8 -1.6 -0.6 0.1210
N -0.0927 -1.3537 2.6743 0.2 0.2 -0.7 -0.1681
C -0.5030 -1.1282 3.9893 -1.6 1.0 4.6 -0.0612
H -0.1579 2.0390 -2.6571 0.0 0.0 0.0 -0.1431
H -1.3142 -1.8746 4.3425 1.4 1.1 -0.8 0.1281
O 3.4642 1.4842 -2.1359 -2.5 -0.5 0.3 0.1034
H 1.1691 -3.0461 0.1906 0.2 -0.4 -0.3 0.0824
H 0.3529 -1.1776 4.7675 -1.2 0.0 -1.5 0.1285
Eu -0.0750 0.1525 -1.6047 -0.2 1.3 0.1 1.0599
C -0.1916 -0.4755 1.6409 1.3 -3.6 -0.8 -0.1345
C -2.5507 1.0923 -2.0819 -1.5 0.1 -0.2 -0.1106
C 0.4601 -2.5361 2.2844 0.5 2.4 -5.2 -0.0108
C -0.0071 2.8972 -0.5086 0.5 3.9 1.4 -0.1297
C 2.3783 1.1771 -1.9697 2.7 0.6 -0.3 -0.0869
C 0.0558 -2.1927 -2.7038 0.4 -4.0 -3.4 -0.0242
C 0.7396 -2.3806 0.8961 -2.0 2.3 2.8 -0.0658

# 3
73
Properties=species:S:1:pos:R:3:forces:R:3:lowdin_charge:R:1 method="wB97M-V/def2-TZVPD" orbital_gap_ev="6.90 / 6.20" e_above_lowest_ev=0.0000 charge=+1 s_squared=0.759 multiplicity=2
C -0.7707 2.2442 -1.1236 -0.2 -0.1 0.0 -0.1230
H -1.9894 -1.6597 -3.5735 0.0 0.0 0.0 0.1407
H -0.3447 0.0236 4.7579 0.0 0.0 0.0 0.0378
C 1.4552 1.9282 -0.7707 0.2 -0.1 -0.2 -0.0926
H -0.2298 -0.3376 -4.3573 0.0 0.0 0.0 0.1073
C 4.2577 -1.5660 -0.1668 -0.1 0.0 0.1 -0.1283
Se -0.3592 -3.3890 0.2156 -0.2 0.9 0.2 1.0267
C -0.5803 3.5631 -1.4624 -0.1 0.0 0.0 -0.0063
C 1.7283 3.2479 -1.0844 0.1 -0.1 0.0 0.0225
F -1.5319 1.7089 1.3317 0.0 0.1 0.1 0.0283
H 1.0936 0.4575 3.7846 0.0 0.0 0.0 0.0244
C -2.7556 1.1511 1.3746 0.0 0.1 -0.1 -0.2179
H 0.3746 -3.0085 -2.2626 0.0 0.0 0.0 0.0566
H -1.0128 0.7783 -3.2313 0.0 0.0 0.0 0.0830
H 2.4925 -0.8552 -2.5898 0.0 0.0 0.0 0.1259
H 0.8456 -2.1725 -3.7360 0.0 0.0 0.0 0.1372
H 0.7457 0.5865 -3.1983 0.0 0.0 0.0 0.0898
H 0.7467 -2.4501 3.8391 0.0 -0.1 0.0 0.0868
C -0.1981 0.0702 -3.3451 0.1 0.0 0.1 -0.0393
F -4.8329 -1.4881 0.0822 0.1 0.0 -0.2 0.0909
C -2.7091 -0.7918 -1.7228 0.0 0.2 0.1 -0.1957
C 0.7085 -2.0516 -2.6581 0.0 0.0 0.1 -0.2068
H 2.7651 3.5567 -1.0854 0.0 0.0 0.0 0.1210
H -0.9223 -3.7546 2.6265 0.0 -0.1 -0.1 0.0653
H -2.7328 -2.9494 0.9743 0.0 0.0 0.0 0.0211
C -3.0879 0.0962 0.5165 -0.1 -0.3 0.0 -0.2105
C 0.9245 5.5373 -1.8102 -0.1 0.1 -0.1 -0.8265
N -2.1707 -0.4630 -0.3837 0.1 0.0 -0.2 -0.1684
H -0.4258 1.3526 3.5733 0.0 -0.1 0.0 0.0287
C 0.0116 0.3815 3.7964 0.1 0.1 -0.1 -0.3139
H -1.7646 1.8201 -1.1278 0.0 0.0 0.0 0.1038
C 2.0098 -1.6516 -2.0058 0.1 0.2 0.0 -0.2119
C 0.6966 4.1058 -1.4380 0.1 -0.1 0.0 -0.2054
F -3.2088 2.6989 3.0670 0.0 0.1 0.1 0.1384
F 4.0401 0.8892 3.0638 0.0 0.1 0.1 0.1325
N 1.8092 -1.1939 -0.6144 0.1 0.2 0.0 -0.1487
F 1.9615 0.5840 1.5569 -0.4 0.1 0.2 0.0180
F -5.7482 1.7305 3.3108 -0.1 0.1 0.1 0.1541
H -2.9910 0.1284 -2.2535 0.1 0.0 0.0 0.1210
H -2.3652 -4.7027 0.8882 -0.1 0.0 0.0 0.0402
H 2.6563 -2.5178 -2.0767 0.1 -0.1 0.0 0.1140
Ru -0.1722 -0.6514 -0.3095 0.1 -0.8 0.3 1.0736
C -5.2888 0.1615 1.6187 0.0 0.0 0.0 -0.1393
F 4.4741 -2.4028 -1.1931 -0.1 -0.1 -0.1 0.0863
C 4.1412 0.0633 2.0251 0.1 -0.1 0.0 -0.1481
F 6.4117 -0.3633 2.4897 0.1 0.0 0.1 0.1471
H -2.7127 -3.7972 -0.5934 0.0 0.0 0.0 0.0291
H -1.6824 -2.6233 -2.1285 0.0 0.1 -0.1 0.0811
H -1.4216 4.1799 -1.7450 0.0 0.0 0.0 0.0966
H 1.6390 -2.1083 2.3451 0.0 0.1 0.0 0.0583
C 5.3400 -0.5492 1.7346 -0.1 0.0 0.0 -0.1496
Se -0.5872 -0.8634 2.4349 0.2 0.0 -0.7 1.0356
C -4.3987 -0.3830 0.7116 0.1 -0.1 0.0 -0.1356
H 2.2691 7.0312 -1.6106 0.0 0.0 0.0 0.1069
F 6.5112 -1.9658 0.2940 0.1 -0.1 0.0 0.1453
H 0.6596 -4.4503 2.2277 0.1 0.1 0.1 0.0745
C 0.0339 -3.5649 2.1442 0.0 0.0 0.0 -0.4982
H 2.2666 1.2578 -0.5467 0.0 0.0 0.0 0.0959
C -1.7056 -1.6025 -2.5193 0.0 -0.2 0.3 -0.1791
F -6.4991 -0.3671 1.7444 0.0 0.0 0.0 0.1469
S -0.1685 6.3798 -2.6927 0.0 0.0 0.0 0.7322
H 2.6735 5.6106 -0.7180 0.0 0.0 0.0 0.1026
C -2.2631 -3.7394 0.3950 0.0 -0.1 0.0 -0.3415
C 3.0343 -0.1497 1.2292 0.1 -0.1 -0.2 -0.2016
N 2.0891 6.0626 -1.4018 0.1 -0.1 0.1 0.0942
N -0.3416 -1.0453 -2.3779 0.0 0.2 0.0 -0.3035
C -3.6234 1.6952 2.3021 0.0 0.0 0.0 -0.1439
H -3.6080 -1.3955 -1.6795 -0.3 0.0 0.1 0.1109
C 2.9877 -0.9974 0.1043 0.0 -0.1 -0.1 -0.1827
C -4.9105 1.2149 2.4266 0.1 0.0 0.0 -0.1385
N 0.2232 1.4106 -0.7714 -0.1 0.0 0.1 -0.0380
C 0.6586 -2.3292 2.7601 -0.1 -0.1 -0.1 -0.4913
C 5.3793 -1.3564 0.6187 -0.1 0.0 0.0 -0.1472

# 4
52
Properties=species:S:1:pos:R:3:forces:R:3:lowdin_charge:R:1 method="wB97M-V/def2-TZVPD" orbital_gap_ev=9.00 e_above_lowest_ev=0.0000
N -2.3742 0.6596 2.0690 -0.3 0.0 0.2 0.0794
O 0.6243 1.4832 -3.5928 0.1 0.0 0.2 0.1156
O -3.5176 0.8763 0.0826 0.0 0.0 -0.1 0.1386
H -4.8200 -1.9012 5.0058 -0.1 0.0 -0.1 0.1103
H -2.6760 -0.8897 4.2816 0.0 0.0 0.0 0.1154
C 1.1418 0.8420 1.1346 -0.2 0.0 0.1 0.0294
N 3.7686 -0.9021 -4.3920 0.1 -0.4 -0.2 -0.0982
C -1.0874 0.9159 0.1909 0.7 0.0 0.2 -0.0515
C 4.2780 0.3423 -4.2474 -0.3 0.3 0.2 -0.4250
C -4.8963 0.1986 5.4998 -0.3 0.0 -0.2 -0.2054
H 5.5830 -1.5539 -5.1227 -0.2 -0.2 0.0 0.1293
H -3.5142 -1.6232 2.9048 0.1 0.0 0.0 0.1229
C -4.8675 1.5469 4.7869 0.2 0.0 0.2 -0.1960
H -1.2458 1.1844 -1.9405 -0.1 0.0 -0.1 0.1381
H -4.0468 0.1327 6.1826 0.0 0.0 0.1 0.1165
C -3.5448 0.5338 2.9264 0.0 0.0 0.3 -0.2579
O -0.6957 0.4945 3.6486 0.1 0.0 0.0 0.1335
C -3.6043 1.6755 3.9410 -0.2 0.1 -0.1 -0.1385
H -4.4056 0.5986 2.2497 0.1 0.0 0.1 0.1536
H -4.9015 2.3569 5.5175 -0.1 0.0 0.0 0.1103
O 2.6571 1.2582 -2.6635 0.2 -0.2 0.3 0.0070
H 2.7123 1.0565 -0.3090 0.1 0.0 0.0 0.1219
C -1.0619 0.6296 2.5092 0.1 0.0 0.1 -0.3452
C 2.3834 -1.2575 -4.1923 -0.3 0.1 0.2 -0.0215
H -3.5956 2.6338 3.4164 0.1 0.0 0.0 0.1231
H 4.2395 -3.0431 -2.7974 0.1 0.1 0.0 0.1230
C 1.6463 1.0112 -0.1490 0.0 0.0 -0.1 0.0185
H 2.1778 -2.1837 -4.7279 0.0 0.0 0.0 0.1001
C -3.5567 -0.8173 3.6414 -0.2 0.0 -0.1 -0.1387
H 2.5425 1.5820 -4.7047 0.2 0.0 0.1 0.1337
H -5.7458 1.6379 4.1436 -0.1 0.0 0.0 0.1158
C 0.7925 1.1312 -1.2441 -0.2 0.0 0.2 -0.0962
C -4.8199 -0.9405 4.4879 0.2 0.0 0.2 -0.1961
H 4.2368 -2.7037 -5.3216 0.0 0.1 0.1 0.1302
O 5.4588 0.5840 -4.3929 0.3 0.2 0.0 0.0755
H 2.1508 -1.4105 -3.1333 -0.1 0.0 -0.1 0.1005
C -0.5974 1.0860 -1.0837 0.1 0.0 0.0 0.0880
C 3.2970 1.4700 -3.9171 0.2 0.3 -0.6 -0.0480
H 1.7948 0.7510 1.9884 0.1 0.0 0.1 0.1259
H -5.6971 -0.9096 3.8374 -0.1 -0.1 0.0 0.1157
H -5.8103 0.1101 6.0900 0.0 0.0 0.1 0.1082
C -0.2289 0.7958 1.2865 0.1 0.1 -0.7 -0.0563
N 6.6556 -4.6919 -3.8346 0.4 -0.5 -0.2 0.1535
H 5.6529 -1.9647 -2.7005 -0.1 0.0 0.0 0.1311
C 5.1193 -2.6773 -3.3352 -0.4 0.5 0.0 -0.1466
C -2.4830 0.8256 0.6941 -0.1 0.0 -0.1 -0.3420
H 1.7185 -0.4906 -4.5859 0.0 0.0 0.0 0.0875
C 1.3199 1.3176 -2.6214 -0.4 0.0 -0.3 -0.4568
H 3.8832 2.3909 -3.8420 -0.1 -0.2 0.0 0.1445
C 5.9834 -3.7967 -3.6067 0.1 -0.1 0.1 -0.2420
H -2.7240 1.6274 4.5840 0.0 0.0 0.0 0.1157
C 4.6999 -1.9829 -4.6427 0.3 0.1 -0.1 -0.1504

# 5
19
Properties=species:S:1:pos:R:3:forces:R:3:lowdin_charge:R:1 method="wB97M-V/def2-TZVPD" orbital_gap_ev=9.99 e_above_lowest_ev=1.7123
N 0.7093 1.0929 -0.7751 -0.1 -0.2 0.2 -0.0625
H -0.3057 -1.4209 -0.9668 0.2 0.2 -0.2 0.1096
O -3.1001 0.5504 1.9102 0.4 -0.4 -0.3 0.0409
C -1.8426 -0.4848 0.1621 0.5 0.0 -0.5 -0.1485
H 1.0405 1.9615 -0.3711 0.1 -0.2 -0.1 0.1100
C -0.3845 -0.9625 0.0203 -0.5 -0.8 -0.1 -0.1700
H -0.2284 -1.8057 0.7001 0.1 0.1 0.1 0.1143
H -1.7930 -0.8405 2.3955 0.3 -0.4 -0.2 0.1224
H 1.5005 1.5641 -2.6575 -0.1 0.1 -0.1 0.0744
C -2.2638 -0.2649 1.5838 -0.9 0.8 0.4 -0.2599
H 1.5071 -0.6372 2.0727 -0.3 -0.2 -0.3 0.0613
C 1.5149 0.0612 1.2426 0.7 0.3 0.7 0.0618
C 0.6777 0.0635 0.2186 -0.1 0.4 -0.2 -0.3962
C 1.4945 0.7421 -1.9487 0.6 -0.2 -0.2 -0.1196
H 2.5486 0.4992 -1.7151 -0.2 0.1 0.1 0.0824
H 1.1078 -0.1410 -2.4623 -0.3 0.1 0.1 0.0752
H 2.3094 0.8018 1.3271 -0.2 0.0 -0.2 0.0636
H -2.4753 -1.2195 -0.3521 -0.1 0.0 0.5 0.1240
H -2.0169 0.4404 -0.3843 0.1 0.2 0.0 0.1167